Entry 1:
C19H38N4ORuSeSi as an isolated structure. Source: OMol25; level of theory: ωB97M-V/def2-TZVPD.

As for the spin multiplicity: 2. Its expectation value of S² is 0.755. As for the charge: +1. The LUMO energy (spin up / spin down) is -0.0728 / -0.1299 Eh. The value obtained for the gap between HOMO and LUMO (spin up / spin down) is 8.3704 / 6.7848 eV.

XYZ file:
```
65
C19H38N4ORuSeSi (ωB97M-V/def2-TZVPD)
Ru 0.144 0.207 0.472
C -3.016 -0.797 -0.556
C -2.085 -2.005 -0.531
N -0.662 -1.694 -0.243
C 0.040 -2.824 0.398
C 1.491 -2.433 0.592
N 1.604 -1.130 1.296
C 1.650 -1.253 2.777
C 0.294 -1.336 3.478
C -0.385 0.006 3.678
N -0.742 0.678 2.411
C -2.170 0.951 2.218
C -2.320 1.790 0.956
N -1.575 1.221 -0.205
C -2.430 0.471 -1.161
H -3.386 -0.580 0.445
H -3.898 -1.078 -1.134
H -2.121 -2.506 -1.501
H -2.442 -2.725 0.207
H -0.202 -1.574 -1.152
H -0.022 -3.720 -0.226
H -0.453 -3.054 1.340
H 1.966 -2.309 -0.382
H 2.033 -3.211 1.135
H 2.492 -0.727 0.997
H 2.198 -0.387 3.155
H 2.238 -2.140 3.022
H 0.464 -1.773 4.464
H -0.378 -2.018 2.958
H 0.296 0.663 4.225
H -1.276 -0.111 4.297
H -0.253 1.577 2.383
H -2.586 1.513 3.061
H -2.702 0.003 2.164
H -1.895 2.776 1.150
H -3.373 1.923 0.701
H -1.170 2.002 -0.717
H -1.817 0.246 -2.036
H -3.241 1.128 -1.485
Se 1.129 0.250 -1.831
C 2.932 -0.367 -1.608
C 3.771 0.165 -0.630
C 5.069 -0.308 -0.479
C 5.550 -1.304 -1.315
C 4.726 -1.820 -2.306
C 3.424 -1.360 -2.451
H 3.409 0.967 -0.001
H 5.710 0.120 0.283
H 6.563 -1.667 -1.205
H 5.097 -2.589 -2.972
H 2.786 -1.771 -3.223
C 0.564 4.712 1.353
Si 1.741 3.359 0.811
C 2.316 3.739 -0.921
C 3.185 3.303 2.001
O 0.909 1.945 0.932
H 1.050 5.691 1.337
H 0.199 4.547 2.370
H -0.301 4.775 0.686
H 2.832 4.703 -0.927
H 1.473 3.812 -1.611
H 3.000 2.990 -1.320
H 3.720 4.256 2.002
H 3.909 2.527 1.747
H 2.841 3.121 3.023
```

---

Entry 2:
A 3-piece molecular cluster, C19H39ClN2O8S overall in a non-equilibrium geometry. Source: OMol25; level of theory: ωB97M-V/def2-TZVPD.

The SMILES is CC[C@H]1OC(=O)O[C@@]1(S)CC(=O)Cl.COCCNCCOC.COCCNCCOC. The LUMO energy is -0.0146 Eh. The value obtained for the gap between HOMO and LUMO is 7.9166 eV.

XYZ file:
```
70
C19H39ClN2O8S (ωB97M-V/def2-TZVPD)
C 1.740 1.706 6.306
C 1.920 0.849 7.726
C 1.535 -0.738 7.589
O 0.133 -0.988 7.213
C 0.109 -1.506 5.833
O -0.869 -1.298 4.944
O 1.347 -2.260 5.546
C 2.309 -1.691 6.503
S 2.879 -3.172 7.506
C 3.690 -1.180 5.782
C 3.498 -1.169 4.122
O 3.356 -0.048 3.394
Cl 3.518 -2.774 3.125
H 0.606 1.881 6.022
H 2.172 2.789 6.551
H 2.369 1.252 5.430
H 2.966 1.050 8.246
H 1.110 1.324 8.464
H 1.602 -1.142 8.686
H 3.019 -2.864 8.873
H 4.507 -2.024 5.979
H 4.128 -0.177 6.196
C 0.841 -3.618 -4.173
O 0.425 -2.287 -3.890
C -0.584 -2.221 -2.877
C -0.030 -1.538 -1.617
N 0.951 -2.391 -0.940
C 1.689 -1.704 0.126
C 2.624 -0.554 -0.297
O 3.745 -0.979 -1.074
C 3.498 -1.055 -2.471
H 1.523 -3.589 -5.026
H 1.376 -4.045 -3.321
H -0.016 -4.247 -4.434
H -1.005 -3.209 -2.645
H -1.395 -1.605 -3.280
H -0.855 -1.319 -0.932
H 0.424 -0.589 -1.925
H 1.623 -2.732 -1.626
H 2.297 -2.466 0.625
H 0.976 -1.334 0.874
H 3.046 -0.128 0.621
H 2.091 0.267 -0.789
H 2.763 -0.319 -2.808
H 3.181 -2.064 -2.739
H 4.441 -0.863 -2.991
C -0.929 1.867 -2.468
O -1.999 1.011 -2.845
C -3.156 1.163 -2.015
C -4.317 1.763 -2.824
N -4.060 3.167 -3.157
C -5.012 3.722 -4.126
C -4.991 3.130 -5.550
O -3.788 3.406 -6.270
C -2.744 2.466 -6.055
H -0.056 1.610 -3.073
H -1.183 2.912 -2.659
H -0.673 1.729 -1.413
H -2.945 1.757 -1.115
H -3.442 0.159 -1.686
H -5.239 1.692 -2.239
H -4.436 1.161 -3.732
H -3.122 3.248 -3.547
H -4.788 4.792 -4.204
H -6.027 3.643 -3.717
H -5.792 3.621 -6.114
H -5.225 2.060 -5.567
H -3.121 1.459 -5.853
H -2.100 2.803 -5.241
H -2.131 2.429 -6.960
```